Entry 1:
Molecular formula: C43H44IrN7S2
Method: DFT, ωB97M-V/def2-TZVPD

- HOMO level (alpha / beta): -12.91 / -14.27 eV
- Total charge: +3
- Gap between HOMO and LUMO (alpha / beta): 4.687 / 2.787 eV
- 2S+1: 6

Geometry (Å):
Ir: 0.643314 -0.285608 -0.329624
C: 1.814996 2.356817 -3.733694
C: 2.577466 1.532013 -4.537705
C: 2.743053 0.186105 -4.102141
C: 2.059158 -0.276863 -2.964257
N: 1.426101 0.627430 -2.101036
C: 1.270793 1.882270 -2.525335
C: 1.932491 -1.611146 -2.556770
C: 2.211583 -2.727801 -3.409972
C: 1.868272 -4.000197 -2.955860
C: 1.299402 -4.178650 -1.690053
C: 1.083417 -3.071153 -0.885930
N: 1.337330 -1.805085 -1.350131
C: 0.686085 -3.100503 0.462943
C: 0.823433 -4.239822 1.274729
C: 0.355544 -4.202014 2.614774
C: -0.190144 -3.008930 3.065982
C: -0.073884 -1.862578 2.271349
N: 0.332932 -1.901534 1.007329
H: 1.535568 3.323986 -4.120865
H: 3.033808 1.934660 -5.401834
H: 3.322540 -0.469858 -4.743340
H: 0.571467 2.474111 -1.906595
H: 2.601229 -2.555795 -4.384670
H: 1.982548 -4.817892 -3.642506
H: 1.011828 -5.131257 -1.347157
H: 1.342483 -5.144260 0.932032
H: 0.378577 -5.109645 3.195098
H: -0.684561 -2.978078 4.031210
H: -0.374602 -0.838401 2.621978
S: 2.306300 4.947950 0.958713
C: 2.917376 6.124286 2.113906
C: 2.185751 6.260294 3.230604
C: 1.038454 5.426491 3.183654
C: 1.045198 4.583274 2.092246
C: 0.118101 3.449114 1.778690
C: 0.514724 2.502120 0.849217
N: -0.231818 1.415355 0.618828
C: -1.489753 1.300878 1.170285
C: -1.838924 2.128163 2.282783
C: -3.008974 1.867421 3.077540
C: -3.748014 0.709679 2.853977
C: -3.477193 -0.109601 1.717076
C: -4.173417 -1.299224 1.478824
C: -3.970292 -1.989579 0.247064
C: -3.219295 -1.408842 -0.779499
N: -2.534528 -0.222721 -0.547191
C: -2.469968 0.296323 0.750386
C: -4.692549 -3.226702 0.089806
C: -5.855653 -3.633526 0.724113
C: -6.295965 -4.938463 0.385520
C: -5.476097 -5.570103 -0.531222
S: -4.142203 -4.516571 -0.995568
C: -0.988879 3.188570 2.596611
H: 3.789240 6.703533 1.799321
H: 2.373454 6.873549 4.075048
H: 0.273911 5.453537 3.967636
H: 1.410126 2.657013 0.252117
H: -3.254860 2.558134 3.904690
H: -4.619628 0.548034 3.534841
H: -4.963246 -1.617362 2.117955
H: -3.286504 -1.747208 -1.833247
H: -6.386910 -2.921514 1.366037
H: -7.189519 -5.382084 0.787061
H: -5.603628 -6.583759 -0.980849
H: -1.251719 3.897476 3.389630
C: 4.549951 1.248368 2.304888
C: 4.743881 0.580965 0.925645
C: 5.709343 1.489503 0.074957
C: 5.135587 -0.898667 0.995461
N: 3.459364 0.658992 0.294720
N: 2.416768 -0.085208 0.867193
H: 5.512625 1.262817 2.895841
H: 3.804802 0.672584 2.960291
H: 4.317953 2.352604 2.187163
H: 6.640454 1.563568 0.632613
H: 5.333016 2.520585 0.014658
H: 5.871529 1.115915 -0.952382
H: 6.173810 -0.993433 1.365723
H: 5.119407 -1.347172 -0.003468
H: 4.471710 -1.456801 1.700570
H: 3.532558 0.469920 -0.715262
H: 2.174931 0.385933 1.734900
H: 2.614450 -1.066029 1.128983
C: -3.745309 0.151415 -3.701465
C: -3.214908 1.084277 -2.601973
C: -4.286501 1.818598 -1.710076
C: -2.057140 0.551703 -1.751013
H: -4.515962 0.696470 -4.273584
H: -4.245881 -0.750871 -3.260778
H: -2.937771 -0.184211 -4.367052
H: -2.767401 1.946804 -3.197597
H: -4.963216 1.139645 -1.101689
H: -4.952783 2.477357 -2.297529
H: -3.815969 2.528315 -1.024117
H: -1.331063 -0.045399 -2.302555
H: -1.473564 1.387191 -1.337616

Force components x, y, z for each atom (eV/Å):
0.280 -0.646 -1.938
-1.151 0.138 0.853
0.047 -2.243 2.112
-0.373 1.606 -1.082
0.317 1.225 0.347
-0.323 -0.088 -0.304
-0.345 0.682 -0.628
0.849 -1.520 -2.599
-0.877 0.626 2.240
0.203 0.732 -1.030
-0.029 1.799 0.620
0.498 -1.538 -1.529
-0.296 0.449 1.199
0.211 -0.989 1.730
-0.268 -0.002 1.244
0.128 0.266 -2.156
0.046 0.446 0.167
-0.979 0.643 1.007
-0.641 0.238 -0.159
0.072 0.284 0.379
0.417 0.002 -0.871
-0.117 -0.152 0.312
0.746 -0.013 -0.480
0.278 -0.009 -0.513
0.084 -0.365 0.035
-0.165 -1.016 0.348
-0.472 0.507 -0.117
0.027 0.039 0.275
0.284 0.295 -0.027
0.225 -1.261 -0.141
0.457 0.886 1.440
1.449 0.062 -2.320
-1.964 -1.032 0.411
0.327 0.464 1.011
-1.764 -1.948 -1.617
2.215 2.037 1.228
-0.735 -0.173 -0.461
0.431 -0.353 -1.046
-2.312 -2.299 -0.193
0.901 1.238 0.839
-1.213 -1.766 0.071
0.373 2.772 1.542
-0.605 -1.533 -0.985
1.062 2.067 -0.632
-0.339 -0.466 -0.249
0.201 0.943 0.303
-0.085 -1.681 -0.871
1.485 2.327 1.082
0.296 -1.204 -1.069
-0.165 0.211 0.201
0.530 0.435 -0.258
0.432 0.530 -0.253
-0.940 -0.243 0.597
-1.567 -0.450 -0.091
-0.260 -0.241 0.313
0.378 0.677 0.328
0.352 -0.223 -0.373
0.101 -0.449 0.211
0.138 -0.529 -0.606
0.868 -0.298 -0.854
-0.160 -0.183 0.593
0.321 0.134 0.993
0.005 -0.664 -0.161
-0.123 -0.097 0.033
0.257 1.116 0.488
0.060 -0.474 -0.243
0.874 0.170 1.242
0.666 0.724 0.494
-0.583 -0.555 0.525
0.993 0.153 0.745
-0.960 0.853 -2.038
0.712 -0.207 0.766
-0.934 -0.301 -0.618
0.898 1.035 -0.830
-0.260 -1.394 0.092
0.256 -0.209 -0.300
-0.202 -0.370 -0.003
0.050 0.008 0.532
-0.543 -0.123 -0.039
-0.135 -0.008 0.119
0.609 0.274 -0.525
-0.260 -0.152 0.695
-0.115 -0.024 0.127
0.488 0.414 -0.197
-0.753 -0.541 0.891
-0.038 2.075 -0.656
-0.628 -0.653 0.008
-0.181 0.359 0.956
0.417 -0.350 0.107
0.280 0.701 -0.543
-0.267 0.145 0.144
-0.168 -0.944 0.738
0.878 0.569 -0.734
0.297 -0.641 -0.087
0.247 -0.265 0.133
-0.258 -0.320 -0.215
-0.464 -0.149 -0.229

Results of the Mulliken charge analysis, in e, for atoms 1 through 8:
1. Ir 1.345
2. C -1.175
3. C -0.665
4. C -1.241
5. C 0.674
6. N 0.315
7. C 0.164
8. C 0.721

Entry 2:
Molecular formula: C30H45F3N2O8S4
Method: DFT, ωB97M-V/def2-TZVPD

- HOMO level: -8.07 eV
- Gap between HOMO and LUMO: 7.601 eV
- 2S+1: 1
- Structure (SMILES): CCCc1c(CCCS)ccc2c1Sc1c(ccc(N(C)C(C)=O)c1C[C@H](O)C(F)(F)F)N2.CCOS(C)(=O)=O.CCOS(C)(=O)=O

Geometry (Å):
C: -4.987130 1.063893 -0.245792
C: -3.934439 1.165591 1.042501
C: -2.445921 0.789144 0.467886
C: -1.638905 -0.354778 1.326761
C: -2.298868 -1.781379 1.838205
C: -3.854158 -2.198737 1.515758
C: -3.860359 -3.793061 1.053628
C: -2.849775 -4.134594 -0.190135
S: -2.722206 -6.016932 -0.494746
C: -1.381185 -2.894177 2.684113
C: 0.227110 -2.613734 3.032586
C: 0.918167 -1.192423 2.492488
C: -0.057899 -0.105689 1.675552
S: 0.888766 1.465944 1.129992
C: 2.474546 0.668406 0.415093
C: 3.097931 -0.532108 1.399068
C: 4.457963 -1.286964 0.844397
C: 5.092860 -0.860772 -0.625526
C: 4.441740 0.317267 -1.609190
N: 4.977851 0.692518 -2.972894
C: 6.299102 0.027281 -3.291813
C: 4.039601 0.247638 -4.099406
C: 2.675057 -0.637721 -3.909249
O: 4.333596 0.653852 -5.347902
C: 3.094155 1.114544 -1.030852
C: 2.322477 2.328619 -1.855058
C: 2.904363 3.843958 -1.461415
O: 2.439386 4.273789 -0.105715
C: 2.519176 4.991198 -2.587008
F: 3.461408 6.146912 -2.356214
F: 2.715387 4.561513 -3.991108
F: 1.097471 5.466026 -2.416251
N: 2.410705 -0.883866 2.735454
H: -4.753061 0.137788 -0.946529
H: -6.116585 0.909525 0.110145
H: -4.883696 2.040397 -0.917646
H: -4.274405 0.532950 1.969616
H: -3.952000 2.293274 1.376797
H: -2.607180 0.326318 -0.620927
H: -1.859274 1.789395 0.302094
H: -4.593327 -1.970486 2.393213
H: -4.171261 -1.585302 0.545342
H: -4.967978 -4.030528 0.703266
H: -3.683773 -4.472482 2.012228
H: -1.753598 -3.739777 -0.068771
H: -3.256427 -3.658879 -1.203916
H: -1.322786 -6.213226 -0.712778
H: -1.824850 -3.933451 3.065497
H: 0.818095 -3.431781 3.649525
H: 5.012737 -2.140462 1.468703
H: 6.057483 -1.476383 -0.956064
H: 6.728942 0.440023 -4.326044
H: 6.068647 -1.125103 -3.496720
H: 7.139748 0.189943 -2.481039
H: 1.803184 0.122661 -3.616108
H: 2.722795 -1.404086 -3.000246
H: 2.328574 -1.234687 -4.854352
H: 2.379933 2.215860 -3.022669
H: 1.158530 2.385654 -1.596973
H: 4.080131 3.724050 -1.354732
H: 3.243727 4.165587 0.510888
H: 2.844192 -1.793540 3.077743
O: 4.044616 1.184187 8.453596
S: 4.422280 2.152698 7.445802
O: 3.691083 3.385041 7.252027
O: 4.569357 1.395138 6.010475
C: 3.454730 0.670594 5.509814
C: 2.368751 1.599820 4.999498
C: 6.136873 2.561413 7.669864
H: 3.065870 -0.014206 6.270939
H: 3.816861 0.056480 4.678441
H: 1.934408 2.185427 5.815082
H: 1.560761 1.033292 4.528858
H: 2.777491 2.310147 4.273898
H: 6.713139 1.641887 7.782831
H: 6.219540 3.170346 8.573305
H: 6.478923 3.134670 6.805930
O: -5.834328 -2.031007 -2.804817
S: -5.487583 -1.213517 -3.948394
O: -5.312775 0.218129 -3.844952
O: -6.526533 -1.531851 -5.162864
C: -7.917232 -1.365835 -4.925347
C: -8.302981 0.100987 -4.871799
C: -4.029966 -1.890999 -4.705660
H: -8.218030 -1.889023 -4.011417
H: -8.445347 -1.842225 -5.758176
H: -7.846032 0.598549 -4.011337
H: -9.386870 0.215878 -4.786438
H: -7.957228 0.624471 -5.768766
H: -4.155581 -2.968114 -4.825726
H: -3.183758 -1.682276 -4.046718
H: -3.874921 -1.404514 -5.670698

Force components x, y, z for each atom (eV/Å):
-0.342 -0.241 0.095
-0.508 0.549 -0.811
-0.281 -0.869 -0.369
2.583 -2.253 1.933
3.055 0.298 1.179
1.425 -0.081 -1.620
-0.959 -0.067 0.441
0.338 0.947 -0.659
1.244 0.811 0.076
2.286 3.468 -0.917
-2.554 2.766 -2.337
-3.980 -1.230 -0.436
-0.194 -3.174 1.159
0.700 -2.676 -0.395
2.209 -2.026 -0.464
2.129 0.642 -3.632
-1.877 2.855 -2.056
-2.590 1.371 1.025
-1.657 -0.992 3.869
-1.948 -2.542 0.498
1.281 -0.846 -1.427
0.676 1.915 -5.852
-0.575 0.202 1.440
-1.494 -2.477 7.621
0.856 -2.198 1.889
-0.558 0.617 0.115
0.997 -1.154 0.701
2.126 -0.864 -1.214
0.132 1.424 -0.207
-3.348 -3.416 -1.005
-0.823 1.458 4.654
4.912 -1.469 -0.861
-1.162 -1.243 -3.403
-0.372 1.890 1.532
2.500 0.623 -0.758
-0.340 -2.153 1.498
0.769 1.047 -1.995
0.160 -2.267 -0.512
0.425 0.924 2.337
-0.718 -2.226 0.594
1.515 -0.557 -1.651
0.531 -1.155 2.246
2.303 0.426 0.654
-0.112 1.341 -2.245
-2.258 -0.670 0.136
0.681 -0.958 2.338
-1.818 0.672 0.376
0.979 2.690 -1.030
-1.231 2.009 -1.481
-1.450 2.143 -1.529
-2.397 1.657 0.712
-1.232 -0.703 2.418
0.939 2.250 0.726
-2.111 -0.316 -1.444
1.916 -1.621 -0.696
0.184 1.778 -1.894
1.188 1.545 1.581
0.235 0.071 2.346
2.593 -0.490 -0.294
-2.425 0.619 -0.961
-1.904 0.297 -1.525
-0.685 1.558 -0.602
-0.072 0.839 -0.842
0.162 -0.126 -0.360
0.319 -1.059 0.373
0.737 0.707 1.175
-1.108 -0.419 -0.500
-0.257 0.243 0.164
0.066 -0.082 -0.172
0.119 0.137 0.075
0.242 0.244 0.257
0.075 -0.098 -0.085
0.195 -0.006 -0.015
-0.046 -0.182 0.016
-0.142 0.101 -0.041
-0.191 -0.118 -0.121
-0.114 -0.101 0.109
0.063 0.915 -0.639
-0.064 -0.138 -0.524
-0.272 -1.082 0.293
1.374 -0.102 0.556
-1.181 0.355 0.222
0.108 0.315 0.194
-0.112 -0.063 -0.167
0.192 0.024 -0.046
0.421 -0.084 0.061
-0.088 -0.080 -0.111
0.086 -0.110 -0.072
-0.102 -0.122 0.080
-0.051 0.160 0.032
-0.238 0.047 0.018
-0.082 -0.042 0.162

Results of the Mulliken charge analysis, in e, for atoms 1 through 8:
1. C -0.584
2. C -0.449
3. C -0.186
4. C 0.627
5. C 0.318
6. C -0.095
7. C -0.819
8. C -0.230

What energy above the lowest of the compared OMol25 structures with the same formula, charge and spin values result from the calculations? In sequence: 0.00, 565.88 kcal/mol.
What maximum force values result from the calculations? In sequence: 3.27, 8.15 eV/A.